#one
The following is a DFT calculation (ωB97M-V/def2-TZVPD) of a cluster of 2 separate species, C5H10O in total.

Each line ends with the natural charge from an NBO analysis.
Cartesian coordinates (Å):
C  1.21  -0.58  0.72  -0.164
C  1.01  -0.01  1.90  -0.317
C  0.21  -1.01  -0.31  -0.532
C  -1.17  -0.89  0.23  0.125
C  -1.67  -1.93  0.99  -0.093
H  2.16  -1.05  0.55  0.240
H  1.80  -0.02  2.64  0.246
H  0.03  0.36  2.18  0.194
H  0.35  -2.05  -0.64  0.276
H  0.24  -0.44  -1.24  0.275
H  -1.75  0.01  0.03  0.253
H  -2.70  -2.27  1.03  0.258
H  -0.92  -2.46  1.56  0.240
H  0.61  3.53  -2.70  0.460
H  -0.13  4.58  -3.59  0.476
O  0.73  4.23  -3.35  -0.935

Summary:
- Spin multiplicity: 2
- Total charge: +1
- HOMO level (spin up / spin down): -13.69 / -13.69 eV
- <S²>: 0.756
- LUMO level (spin up / spin down): -5.7 / -8.8 eV



#two
The following is a DFT calculation (ωB97M-V/def2-TZVPD) of a cluster of 2 separate species, C5H10O in total.

Each line ends with the natural charge from an NBO analysis.
Cartesian coordinates (Å):
C  0.18  2.30  -0.87  -0.083
C  0.06  1.56  0.28  -0.195
C  -0.04  0.17  0.39  -0.142
C  0.22  -0.44  1.61  0.146
C  -0.36  -1.72  2.04  -0.715
H  0.05  3.36  -0.71  0.232
H  0.16  1.78  -1.82  0.237
H  0.13  2.03  1.26  0.230
H  -0.36  -0.42  -0.46  0.238
H  0.86  0.10  2.30  0.224
H  -1.32  -1.94  1.60  0.259
H  0.35  -2.54  1.87  0.296
H  -0.48  -1.71  3.10  0.270
H  0.20  -1.01  -2.76  0.454
H  0.44  -0.96  -4.27  0.488
O  -0.09  -0.56  -3.57  -0.939

Summary:
- Spin multiplicity: 2
- Total charge: +1
- HOMO level (spin up / spin down): -14.71 / -14.88 eV
- <S²>: 0.788
- LUMO level (spin up / spin down): -5.5 / -7.8 eV



Energy comparison, zero being the most stable, in hartree: #one 0.0538; #two 0.0000.



#one
The following is a DFT calculation (ωB97M-V/def2-TZVPD) of a cluster of 2 separate species, C5H14O in total.

Each line ends with the natural charge from an NBO analysis.
Cartesian coordinates (Å):
C  0.36  -1.19  -2.15  -0.650
C  -0.61  -0.18  -1.50  0.096
C  -2.00  -0.64  -1.36  -0.633
O  -0.05  0.04  -0.22  -0.749
H  -0.32  -1.94  -2.71  0.203
H  1.01  -1.64  -1.36  0.235
H  1.16  -0.93  -2.85  0.225
H  -0.49  0.95  -1.93  0.170
H  -2.13  -1.38  -0.70  0.208
H  -2.68  0.10  -1.19  0.217
H  -2.36  -0.96  -2.42  0.210
H  -0.71  -0.03  0.50  0.469
C  0.59  1.37  2.68  -0.596
C  1.65  0.66  1.73  -0.615
H  0.80  2.39  2.80  0.201
H  -0.38  1.09  2.26  0.182
H  0.69  0.93  3.75  0.192
H  1.47  1.08  0.75  0.238
H  1.38  -0.48  1.65  0.196
H  2.61  0.74  2.28  0.201

Summary:
- Total charge: 0
- HOMO level: -9.92 eV
- SMILES: CC(C)O.CC
- LUMO level: 0.9 eV



#two
The following is a DFT calculation (ωB97M-V/def2-TZVPD) of a cluster of 2 separate species, C5H14O in total.

Each line ends with the natural charge from an NBO analysis.
Cartesian coordinates (Å):
C  -0.06  0.03  -2.41  -0.600
C  -0.65  -0.74  -1.22  -0.408
C  0.18  -1.10  -0.09  -0.397
C  -0.64  -1.32  1.31  -0.386
C  -0.61  -0.08  2.14  -0.604
H  0.89  -0.42  -2.73  0.201
H  0.12  1.07  -2.11  0.206
H  -0.76  0.02  -3.27  0.210
H  -1.64  -0.33  -0.92  0.195
H  -0.84  -1.72  -1.71  0.192
H  0.68  -2.05  -0.37  0.203
H  0.97  -0.34  0.04  0.188
H  -1.69  -1.52  1.03  0.195
H  -0.31  -2.12  1.99  0.201
H  -1.26  -0.22  3.02  0.206
H  -1.02  0.73  1.52  0.199
H  0.39  0.21  2.49  0.197
O  2.00  3.26  0.03  -0.940
H  2.31  2.57  0.65  0.470
H  1.92  4.07  0.59  0.471

Summary:
- Total charge: 0
- HOMO level: -10.60 eV
- SMILES: CCCCC.O
- LUMO level: 0.8 eV



Energy comparison, zero being the most stable, in hartree: #one 0.0552; #two 0.0000.



#one
The following is a DFT calculation (ωB97M-V/def2-TZVPD) of a cluster of 2 separate species, C5H14O in total.

Each line ends with the natural charge from an NBO analysis.
Cartesian coordinates (Å):
C  -1.66  0.76  -3.48  -0.627
C  -2.71  0.68  -2.37  -0.395
C  -4.00  1.76  -2.60  -0.605
H  -1.63  -0.03  -4.22  0.207
H  -0.66  0.76  -3.05  0.211
H  -1.82  1.63  -4.18  0.199
H  -2.39  1.14  -1.41  0.190
H  -2.88  -0.34  -2.18  0.200
H  -4.46  1.74  -1.61  0.210
H  -3.63  2.63  -3.11  0.212
H  -4.59  1.18  -3.20  0.197
C  2.31  -0.57  1.88  -0.638
C  2.47  -0.95  3.31  -0.053
O  3.48  -1.82  3.44  -0.704
H  1.86  0.45  1.75  0.223
H  3.36  -0.29  1.55  0.183
H  2.13  -1.38  1.23  0.216
H  1.61  -1.50  3.78  0.176
H  2.55  0.06  3.83  0.135
H  4.21  -1.62  2.89  0.463

Summary:
- Total charge: 0
- HOMO level: -10.16 eV
- SMILES: CCC.CCO
- LUMO level: 0.9 eV



#two
The following is a DFT calculation (ωB97M-V/def2-TZVPD) of a cluster of 2 separate species, C5H14O in total.

Each line ends with the natural charge from an NBO analysis.
Cartesian coordinates (Å):
C  -1.86  0.76  -0.11  -0.593
C  -0.49  0.23  -0.34  -0.428
C  0.30  -0.32  0.91  -0.404
C  1.55  0.46  1.42  -0.398
C  2.48  0.71  0.19  -0.617
H  -2.14  1.32  -1.03  0.214
H  -2.54  -0.04  0.17  0.196
H  -1.81  1.53  0.66  0.191
H  -0.82  -0.61  -0.95  0.226
H  0.20  0.96  -0.71  0.202
H  -0.39  -0.60  1.73  0.196
H  0.61  -1.34  0.65  0.189
H  1.20  1.45  1.75  0.196
H  2.15  -0.08  2.14  0.212
H  2.75  -0.27  -0.21  0.200
H  2.14  1.27  -0.68  0.203
H  3.34  1.32  0.48  0.208
O  -2.36  -1.85  -2.18  -0.918
H  -1.81  -2.56  -2.56  0.464
H  -2.48  -2.34  -1.32  0.461

Summary:
- Total charge: 0
- HOMO level: -10.37 eV
- SMILES: CCCCC.O
- LUMO level: 0.7 eV



#three
The following is a DFT calculation (ωB97M-V/def2-TZVPD) of a cluster of 2 separate species, C5H14O in total.

Each line ends with the natural charge from an NBO analysis.
Cartesian coordinates (Å):
C  0.96  -0.46  1.01  -0.635
C  1.70  0.31  -0.05  0.091
C  2.59  1.44  0.47  -0.622
O  2.58  -0.67  -0.69  -0.737
H  0.82  -1.50  0.71  0.235
H  -0.03  -0.06  1.23  0.211
H  1.47  -0.35  1.96  0.211
H  1.14  0.73  -0.87  0.162
H  3.25  1.06  1.25  0.210
H  3.21  1.82  -0.35  0.206
H  2.00  2.25  0.92  0.208
H  2.86  -0.30  -1.53  0.461
C  -3.19  -1.13  -0.24  -0.614
C  -2.40  0.08  -0.77  -0.614
H  -2.62  -1.91  0.26  0.209
H  -3.91  -0.83  0.53  0.201
H  -3.82  -1.55  -1.03  0.204
H  -1.44  0.10  -0.28  0.203
H  -2.89  1.04  -0.67  0.206
H  -2.27  -0.07  -1.84  0.203

Summary:
- Total charge: 0
- HOMO level: -10.17 eV
- SMILES: CC(C)O.CC
- LUMO level: 1.0 eV



Energy comparison, zero being the most stable, in hartree: #one 0.0577; #two 0.0180; #three 0.0000.



#one
The following is a DFT calculation (ωB97M-V/def2-TZVPD) of a cluster of 2 separate species, C5H14O in total.

Each line ends with the natural charge from an NBO analysis.
Cartesian coordinates (Å):
C  -1.84  0.61  0.56  -0.608
C  -0.37  0.61  0.17  -0.394
C  -0.05  -0.29  -1.03  -0.221
C  1.48  -0.39  -1.22  -0.602
C  -0.74  0.19  -2.28  -0.610
H  -2.47  1.15  -0.15  0.202
H  -2.20  -0.42  0.66  0.197
H  -1.99  1.07  1.54  0.213
H  -0.02  1.63  -0.02  0.193
H  0.20  0.33  1.05  0.210
H  -0.36  -1.30  -0.76  0.187
H  1.72  -0.46  -2.28  0.207
H  1.89  -1.17  -0.59  0.206
H  1.97  0.54  -0.90  0.202
H  -1.81  0.01  -2.26  0.210
H  -0.38  -0.29  -3.20  0.205
H  -0.57  1.25  -2.41  0.202
O  1.28  -0.54  3.26  -0.937
H  1.96  -0.84  3.87  0.470
H  1.08  -1.33  2.71  0.469

Summary:
- Total charge: 0
- HOMO level: -10.95 eV
- SMILES: CCC(C)C.O
- LUMO level: 0.8 eV



#two
The following is a DFT calculation (ωB97M-V/def2-TZVPD) of a cluster of 2 separate species, C5H14O in total.

Each line ends with the natural charge from an NBO analysis.
Cartesian coordinates (Å):
C  -2.04  0.77  -1.98  -0.613
C  -1.13  -0.45  -1.77  -0.394
C  -0.74  -0.67  -0.29  -0.383
C  0.27  0.39  0.27  -0.399
C  -0.31  1.69  0.78  -0.616
H  -2.63  0.66  -2.87  0.207
H  -2.79  0.86  -1.19  0.201
H  -1.42  1.65  -2.13  0.205
H  -1.63  -1.32  -2.19  0.197
H  -0.21  -0.32  -2.29  0.191
H  -1.63  -0.55  0.28  0.191
H  -0.25  -1.63  -0.18  0.200
H  0.72  -0.19  1.06  0.200
H  1.05  0.62  -0.46  0.194
H  -0.92  2.20  0.04  0.205
H  -0.97  1.63  1.65  0.203
H  0.49  2.37  1.07  0.209
O  4.93  -2.25  3.28  -0.933
H  4.35  -2.81  2.76  0.467
H  4.87  -2.64  4.17  0.467

Summary:
- Total charge: 0
- HOMO level: -10.66 eV
- SMILES: CCCCC.O
- LUMO level: 0.9 eV



Energy comparison, zero being the most stable, in hartree: #one 0.0000; #two 0.0107.